Entry from OMol25: a molecular structure, C57H45GeN2O7V at a distorted geometry (wB97M-V/def2-TZVPD).

Each line ends with the Löwdin spin population.
Positions of all 113 atoms, in Å:
V1 -0.06515 -0.06524 0.41630  1.91
O1 -0.72518 1.12437 1.79711  0.02
C1 -1.78173 1.98955 1.95151  0.00
C2 -2.79530 1.97137 0.78716  0.00
C3 -2.30239 2.32097 -0.59471  0.00
C4 -3.19594 2.69860 -1.59936  0.00
C5 -2.69629 2.92284 -2.86531  0.00
C6 -1.34376 2.77271 -3.11665  0.00
C7 -0.51337 2.39654 -2.06361  0.00
C8 0.96389 2.17630 -2.32266  0.00
C9 1.84537 1.79833 -1.12032  0.00
O2 1.24760 0.73904 -0.47719  0.02
C10 2.12516 2.90987 -0.11011  0.00
C11 2.84498 2.54321 1.02693  0.00
C12 3.30630 3.50989 1.90109  0.00
C13 3.03829 4.85657 1.66529  0.00
C14 2.26821 5.22192 0.57409  0.00
C15 1.80901 4.24511 -0.30955  0.00
C16 3.22160 1.33150 -1.59611  0.00
C17 3.97156 2.11131 -2.47703  0.00
C18 5.22121 1.69129 -2.90699  0.00
C19 5.74525 0.48864 -2.43962  0.00
C20 5.01223 -0.27116 -1.53821  0.00
C21 3.75287 0.14500 -1.11355  0.00
N1 -1.00569 2.19471 -0.84681  0.01
C22 -1.24979 3.39982 2.25347  0.00
C23 -0.23439 3.53103 3.20011  0.00
C24 0.14797 4.77708 3.66172  0.00
C25 -0.45447 5.93298 3.16718  0.00
C26 -1.42676 5.81901 2.18972  0.00
C27 -1.82113 4.55691 1.74256  0.00
C28 -2.54113 1.55421 3.22896  0.00
C29 -3.72955 2.16087 3.63810  0.00
C30 -4.37933 1.75949 4.79676  0.00
C31 -3.84365 0.73858 5.57381  0.00
C32 -2.65464 0.14183 5.18141  0.00
C33 -2.00438 0.55160 4.02254  0.00
H1 -3.64206 2.62173 1.00192  0.00
H2 -3.19424 0.95220 0.73389  0.00
H3 -4.25176 2.78361 -1.37468  0.00
H4 -3.36770 3.20100 -3.67106  0.00
H5 -0.92733 2.91621 -4.10643  0.00
H6 1.34812 3.06628 -2.82779  0.00
H7 1.05251 1.36407 -3.04935  0.00
H8 3.03362 1.48781 1.21419  0.00
H9 3.86915 3.20867 2.77611  0.00
H10 3.39580 5.61097 2.35565  0.00
H11 2.01142 6.26176 0.41030  0.00
H12 1.20575 4.54540 -1.15508  0.00
H13 3.58522 3.06399 -2.82051  0.00
H14 5.78523 2.30626 -3.59822  0.00
H15 6.72127 0.15405 -2.76996  0.00
H16 5.41307 -1.19976 -1.15207  0.00
H17 3.18591 -0.43033 -0.38591  0.00
H18 0.24033 2.63188 3.57441  0.00
H19 0.93275 4.84981 4.40557  0.00
H20 -0.14638 6.90748 3.52665  0.00
H21 -1.88755 6.70626 1.77159  0.00
H22 -2.59511 4.48923 0.98792  0.00
H23 -4.15108 2.97372 3.06224  0.00
H24 -5.30548 2.24141 5.08705  0.00
H25 -4.35336 0.40900 6.47115  0.00
H26 -2.23078 -0.66363 5.76916  0.00
H27 -1.08330 0.08337 3.69843  0.00
O3 -0.77242 -4.51684 4.90759  0.00
C34 -0.52076 -3.56091 3.95497  0.00
C35 0.74431 -3.04928 3.74238  0.00
C36 0.92270 -2.09081 2.75622  0.00
N2 -0.08835 -1.66781 2.00399  0.00
C37 -1.31772 -2.14936 2.24118  0.00
C38 -1.58936 -3.09581 3.20297  0.00
C39 -2.46140 -1.58681 1.39123  0.00
O4 -3.61376 -1.88677 1.66509  0.00
O5 -2.06832 -0.83304 0.42799  0.01
C40 2.30689 -1.45483 2.49901  0.00
O6 3.23827 -1.91255 3.18374  0.00
O7 2.30786 -0.57495 1.60846  0.02
H28 0.06928 -4.74420 5.32645  0.00
H29 1.62177 -3.34395 4.30519  0.00
H30 -2.60675 -3.43267 3.33023  0.00
C41 -2.10832 -1.37489 -2.61842  0.00
Ge1 -0.49864 -1.82759 -1.55398  -0.01
C42 -0.96274 -3.58676 -0.71906  0.00
C43 -2.27457 -4.05157 -0.60345  0.00
C44 -2.58856 -5.19933 0.12202  0.00
C45 -1.58472 -5.91703 0.75728  0.00
C46 -0.26886 -5.47152 0.66454  0.00
C47 0.02906 -4.32209 -0.05827  0.00
C48 0.74109 -2.36657 -3.05273  -0.01
C49 1.87922 -1.61453 -3.17473  0.00
C50 2.81386 -1.76742 -4.23853  0.00
C51 2.59572 -2.69478 -5.20527  0.00
C52 1.43928 -3.52396 -5.14347  0.00
C53 1.20278 -4.50924 -6.14174  0.00
C54 0.10893 -5.31750 -6.08531  0.00
C55 -0.81202 -5.17759 -5.01559  0.00
C56 -0.60724 -4.23628 -4.05090  0.00
C57 0.52423 -3.36796 -4.07489  0.00
H31 -2.36004 -2.14477 -3.35449  0.00
H32 -1.90670 -0.44423 -3.15856  0.00
H33 -2.95128 -1.20626 -1.95053  0.00
H34 -3.08351 -3.48886 -1.05766  0.00
H35 -3.62272 -5.51192 0.21273  0.00
H36 -1.82543 -6.79871 1.34000  0.00
H37 0.52402 -6.00586 1.17556  0.00
H38 1.05830 -3.97591 -0.08200  0.00
H39 2.10050 -0.87222 -2.41815  0.00
H40 3.69956 -1.14151 -4.25764  0.00
H41 3.29382 -2.82722 -6.02581  0.00
H42 1.91746 -4.60792 -6.95238  0.00
H43 -0.05817 -6.06633 -6.85147  0.00
H44 -1.68035 -5.82224 -4.95394  0.00
H45 -1.30769 -4.14795 -3.23301  0.00

Forces on atoms 1 to 3 (eV/Å):
V -1.279 -0.266 0.891
O 0.413 -0.154 -0.203
C 0.295 -0.232 0.016

orbital gap (alpha / beta) = 6.08 / 6.27 eV
2S+1 = 3
E_HOMO (alpha / beta) = -1.83 / -2.02 eV
E_LUMO (alpha / beta) = 4.25 / 4.25 eV
energy relative to the best compared isomer or geometry (same formula, charge and spin) = 17.4 kJ/mol
charge = -2